This record from the OMol25 dataset describes one molecule with the formula C4H5NO4 at a distorted geometry. The level of theory is ωB97M-V/def2-TZVPD.

Computed properties:
SMILES string: CC(=O)C(=O)NOC=O
orbital gap: 9.40 eV
HOMO energy: -9.814 eV
relative energy (zero: lowest compared OMol25 entry of this formula, charge and spin): 359.7 kJ/mol

CARTESIAN COORDINATES (ANGSTROEM)
C 1.473 -0.097 -1.313
C 0.316 -0.625 -0.522
O 0.233 -1.726 0.001
C -1.131 0.101 -0.848
O -1.389 0.476 -1.963
N -1.825 0.194 0.323
O -1.152 1.041 1.238
C -0.080 0.482 1.997
O 0.800 1.209 2.431
H 1.577 0.974 -1.118
H 1.312 -0.255 -2.381
H 2.390 -0.612 -1.015
H -2.135 -0.688 0.724
H -0.390 -0.473 2.445

---

This record from the OMol25 dataset describes one molecule with the formula C8H15N5 at a distorted geometry. The level of theory is ωB97M-V/def2-TZVPD.

Computed properties:
SMILES string: CCn1nncc1N1CCCCN1
orbital gap: 9.87 eV
HOMO energy: -8.990 eV
relative energy (zero: lowest compared OMol25 entry of this formula, charge and spin): 356.7 kJ/mol

CARTESIAN COORDINATES (ANGSTROEM)
C -2.959 2.009 0.349
C -2.441 1.171 -0.803
N -2.465 -0.248 -0.511
N -3.620 -0.794 -0.192
N -3.353 -1.959 0.242
C -2.029 -2.131 0.421
C -1.411 -1.025 -0.076
N 0.010 -0.699 -0.156
C 0.853 -1.923 -0.107
C 2.214 -1.410 -0.570
C 2.750 -0.214 0.370
C 1.653 0.949 0.357
N 0.375 0.327 0.821
H -3.936 1.443 0.545
H -3.238 3.032 0.162
H -2.213 1.986 1.132
H -1.330 1.213 -1.077
H -3.136 1.465 -1.704
H -1.545 -3.076 0.772
H 0.360 -2.706 -0.696
H 0.957 -2.122 1.082
H 2.178 -1.107 -1.571
H 2.955 -2.168 -0.443
H 2.960 -0.494 1.443
H 3.565 0.312 -0.154
H 2.004 1.471 1.198
H 1.473 1.355 -0.659
H 0.636 -0.163 1.672

---

This record from the OMol25 dataset describes a 2-piece molecular cluster, C6H12ClN5 overall at a distorted geometry. The level of theory is ωB97M-V/def2-TZVPD.

Computed properties:
charge: +2
orbital gap (spin up / spin down): 7.43 / 4.66 eV
HOMO energy (spin up / spin down): -15.494 / -15.263 eV
relative energy (zero: lowest compared OMol25 entry of this formula, charge and spin): 123.9 kJ/mol

CARTESIAN COORDINATES (ANGSTROEM)
C -1.620 -3.665 0.084
C -1.880 -2.625 -0.504
C -1.121 1.176 0.701
C 4.383 0.487 0.008
C -1.985 -1.565 -1.489
C -2.531 -0.187 -0.857
N -1.904 2.222 0.648
N -1.407 0.008 0.160
N 1.069 0.517 1.199
N 5.430 1.113 -0.425
N 0.084 1.313 1.354
Cl 4.394 -1.184 0.218
H -1.669 -4.432 0.772
H -2.509 -1.789 -2.375
H -0.962 -1.387 -1.797
H -2.367 0.488 -1.687
H -3.486 -0.261 -0.406
H -2.739 1.933 0.163
H -1.659 3.214 0.791
H -1.128 -0.863 0.490
H 1.813 0.654 1.862
H 5.440 2.207 -0.372
H 6.345 0.652 -0.632
H 0.009 1.970 2.092

---

This record from the OMol25 dataset describes an isolated ion of composition C5H13N2 and charge +1 at a distorted geometry. The level of theory is ωB97M-V/def2-TZVPD.

Computed properties:
charge: +1
SMILES string: CNC[C@@H](C)C=[NH2+]
orbital gap: 8.05 eV
HOMO energy: -12.693 eV
relative energy (zero: lowest compared OMol25 entry of this formula, charge and spin): 296.3 kJ/mol

CARTESIAN COORDINATES (ANGSTROEM)
C -2.308 1.023 -0.962
N -1.624 0.315 0.143
C -0.262 0.782 0.378
C 0.813 -0.147 -0.208
C 2.160 0.609 -0.335
C 0.959 -1.377 0.629
N 0.380 -2.527 0.755
H -1.813 1.016 -1.898
H -3.237 0.477 -1.093
H -2.693 1.925 -0.594
H -2.104 0.210 1.007
H -0.065 1.708 -0.291
H -0.036 0.952 1.548
H 0.463 -0.348 -1.184
H 2.706 0.364 -1.195
H 2.761 0.490 0.517
H 1.892 1.673 -0.433
H 1.683 -1.179 1.612
H -0.348 -2.894 0.102
H 0.673 -3.070 1.503

---

This record from the OMol25 dataset describes a 2-piece molecular cluster, C17H19B2Cl4O5 overall at a distorted geometry. The level of theory is ωB97M-V/def2-TZVPD.

Computed properties:
charge: -1
orbital gap: 4.16 eV
HOMO energy: -3.973 eV

CARTESIAN COORDINATES (ANGSTROEM)
Cl -3.986 -2.468 -0.634
B -2.859 -2.716 -2.078
Cl -3.583 -3.614 -3.508
Cl -2.271 -0.993 -2.715
O -1.628 -3.478 -1.630
C -0.569 -2.929 -1.096
C 0.308 -3.768 -0.259
C 1.621 -3.954 -0.718
C 2.474 -4.788 -0.004
C 2.000 -5.420 1.158
Cl 2.910 -6.689 1.863
C 0.769 -5.058 1.732
C -0.107 -4.277 0.989
H -0.143 -2.086 -1.601
H 1.920 -3.504 -1.669
H 3.498 -4.952 -0.343
H 0.502 -5.393 2.730
H -1.112 -4.054 1.347
C 0.037 6.970 1.191
C 0.395 5.908 0.256
C 1.275 5.898 -0.807
C 1.269 4.579 -1.328
C 0.364 3.844 -0.579
B 0.021 2.261 -0.439
O -1.445 2.144 -0.342
C -1.733 0.869 0.175
C -0.417 0.056 0.410
C -0.691 -1.276 1.048
C 0.495 0.892 1.388
O 0.773 2.153 0.846
C 0.353 0.058 -0.961
O 0.599 1.363 -1.449
O -0.159 4.661 0.393
H 0.514 7.890 0.845
H -1.045 7.143 1.231
H 0.407 6.768 2.204
H 1.851 6.744 -1.145
H 1.844 4.177 -2.152
H -2.249 1.012 1.144
H -2.382 0.310 -0.519
H 0.237 -1.846 1.167
H -1.073 -1.088 2.061
H -1.437 -1.855 0.473
H -0.023 1.050 2.353
H 1.432 0.337 1.584
H 1.318 -0.481 -0.866
H -0.273 -0.403 -1.745

---

This record from the OMol25 dataset describes a 2-piece molecular cluster, C3H3O3S overall at a distorted geometry. The level of theory is ωB97M-V/def2-TZVPD.

Computed properties:
charge: -1
orbital gap (spin up / spin down): 6.48 / 6.48 eV
HOMO energy (spin up / spin down): -3.777 / -3.781 eV
relative energy (zero: lowest compared OMol25 entry of this formula, charge and spin): 343.5 kJ/mol

CARTESIAN COORDINATES (ANGSTROEM)
C 1.627 0.764 0.303
C -0.209 -1.340 0.074
C 0.312 0.033 -0.261
O 1.820 1.913 0.114
O 2.134 -0.190 0.888
O 0.400 -0.975 -1.167
S -2.436 1.443 0.239
H 0.494 -1.950 0.739
H -1.293 -1.605 0.157
H -2.848 1.908 -1.087

---

This record from the OMol25 dataset describes C22H31BN6OPt as an isolated structure at a distorted geometry. The level of theory is ωB97M-V/def2-TZVPD.

Computed properties:
charge: +2
orbital gap (spin up / spin down): 6.07 / 2.32 eV
multiplicity: 5
HOMO energy (spin up / spin down): -12.974 / -13.830 eV

CARTESIAN COORDINATES (ANGSTROEM)
H -0.608 2.803 0.545
N -0.082 1.556 -1.098
B 0.652 0.554 -3.307
N 0.504 1.764 -2.326
C 0.813 3.074 -2.422
Pt -0.831 -0.265 -0.439
H 1.275 3.456 -3.317
C 0.423 3.711 -1.253
H 0.515 4.757 -1.013
C -0.137 2.737 -0.431
H 1.159 0.834 -4.349
C -1.344 -2.000 0.335
H -1.348 -1.904 1.426
H -0.686 -2.817 0.041
H -2.350 -2.223 -0.026
N -0.793 -0.030 -3.438
N 1.455 -0.481 -2.467
N -1.479 -0.400 -2.302
N 1.022 -0.846 -1.212
C -1.604 -0.244 -4.500
C 2.670 -1.040 -2.671
H -1.253 -0.022 -5.493
H 3.179 -0.858 -3.605
C -2.802 -0.786 -4.033
C 3.000 -1.797 -1.547
C -2.695 -0.878 -2.655
C 1.939 -1.657 -0.648
H -3.650 -1.098 -4.609
H 3.896 -2.384 -1.383
H -3.365 -1.241 -1.895
H 1.799 -2.043 0.359
H -1.818 0.907 0.054
C -1.566 2.079 3.284
C -0.246 1.384 2.967
C 0.932 2.340 3.122
C -0.040 0.124 3.803
C -0.340 0.064 5.150
C -0.127 -1.114 5.878
C 0.301 -2.280 5.231
C 0.608 -2.271 3.885
C 1.029 -3.532 3.139
C 2.509 -3.834 3.376
C 0.180 -4.751 3.511
C 0.696 -0.983 3.204
O 1.412 -0.806 2.183
H -1.516 2.519 4.288
H -2.408 1.377 3.243
H -1.759 2.877 2.556
H -0.257 1.072 1.909
H 1.006 2.711 4.154
H 1.851 1.804 2.865
H 0.824 3.198 2.448
H -0.746 0.948 5.655
H -0.346 -1.139 6.945
H 0.384 -3.212 5.796
H 0.890 -3.328 2.068
H 2.686 -4.018 4.444
H 2.822 -4.721 2.813
H 3.121 -2.981 3.065
H -0.886 -4.553 3.350
H 0.465 -5.609 2.891
H 0.330 -5.019 4.563

---

This record from the OMol25 dataset describes one molecule with the formula C3H8N2OS at a distorted geometry. The level of theory is ωB97M-V/def2-TZVPD.

Computed properties:
SMILES string: CCO/N=C\NS
orbital gap: 9.30 eV
HOMO energy: -8.531 eV
relative energy (zero: lowest compared OMol25 entry of this formula, charge and spin): 330.2 kJ/mol

CARTESIAN COORDINATES (ANGSTROEM)
C -2.330 -0.142 0.381
C -1.286 -0.820 -0.470
O 0.007 -0.399 -0.176
N 0.255 0.880 -0.621
C 1.416 1.302 -0.256
N 2.487 0.643 0.300
S 2.970 -0.920 -0.186
H -2.111 -0.311 1.422
H -2.289 0.918 0.172
H -3.285 -0.521 0.101
H -1.525 -0.570 -1.544
H -1.275 -1.914 -0.267
H 1.536 2.343 -0.406
H 3.170 1.152 0.831
H 2.261 -1.641 0.719

---

This record from the OMol25 dataset describes one molecule with the formula C13H12BrN3O2S at a distorted geometry. The level of theory is ωB97M-V/def2-TZVPD.

Computed properties:
SMILES string: O=C(NNC(=S)NCc1ccccc1)c1ccc(Br)o1
orbital gap: 9.08 eV
HOMO energy: -8.571 eV
relative energy (zero: lowest compared OMol25 entry of this formula, charge and spin): 2.7 kJ/mol

CARTESIAN COORDINATES (ANGSTROEM)
O -0.410 -2.826 -0.032
C -0.931 -1.721 -0.037
N -0.194 -0.586 -0.005
N 1.181 -0.706 0.161
C 1.838 0.265 0.849
S 1.066 1.675 1.264
N 3.137 0.080 1.146
C 4.036 -0.934 0.632
C 5.236 -0.287 -0.014
C 6.523 -0.566 0.422
C 7.611 0.047 -0.175
C 7.420 0.951 -1.206
C 6.137 1.238 -1.642
C 5.050 0.621 -1.049
C -2.375 -1.504 -0.129
C -3.394 -2.420 -0.210
C -4.595 -1.683 -0.263
C -4.211 -0.373 -0.208
Br -5.219 1.192 -0.232
O -2.883 -0.244 -0.126
H -0.539 0.347 0.222
H 1.437 -1.690 0.220
H 3.578 0.874 1.590
H 3.509 -1.539 -0.110
H 4.356 -1.588 1.452
H 6.676 -1.269 1.228
H 8.610 -0.179 0.169
H 8.269 1.431 -1.669
H 5.982 1.943 -2.445
H 4.049 0.846 -1.388
H -3.280 -3.484 -0.230
H -5.596 -2.055 -0.331

---

This record from the OMol25 dataset describes one molecule with the formula H2O2 at a distorted geometry. The level of theory is ωB97M-V/def2-TZVPD.

Computed properties:
SMILES string: OO
orbital gap: 11.58 eV
HOMO energy: -10.691 eV
relative energy (zero: lowest compared OMol25 entry of this formula, charge and spin): 61.5 kJ/mol

CARTESIAN COORDINATES (ANGSTROEM)
O -0.397 0.468 -0.355
O 0.481 -0.376 0.356
H -1.055 0.608 0.224
H 0.388 -1.344 -0.235

---

This record from the OMol25 dataset describes a 2-piece molecular cluster, C7H7Cl2NO2Si overall at a distorted geometry. The level of theory is ωB97M-V/def2-TZVPD.

Computed properties:
orbital gap (spin up / spin down): 7.36 / 6.06 eV
HOMO energy (spin up / spin down): -8.510 / -7.895 eV
relative energy (zero: lowest compared OMol25 entry of this formula, charge and spin): 143.7 kJ/mol

CARTESIAN COORDINATES (ANGSTROEM)
C -1.553 -0.278 -1.425
C -0.878 0.930 -1.292
C -1.268 -1.333 -0.565
C 0.065 1.093 -0.304
C -0.320 -1.187 0.421
C 0.363 0.039 0.591
C 1.288 0.205 1.630
N 4.648 1.460 -0.190
O 5.333 1.958 0.690
O 4.214 2.068 -1.158
Si 4.072 -0.272 0.048
Cl 5.574 -1.246 0.938
Cl 3.576 -0.959 -1.767
H -2.299 -0.399 -2.196
H -1.096 1.743 -1.968
H -1.795 -2.270 -0.675
H 0.599 2.025 -0.203
H -0.098 -2.002 1.093
H 1.664 1.182 1.876
H 1.466 -0.586 2.335